(1)
{"formula": "C19H16N6O7", "method": "ωB97M-V with the def2-TZVPD basis set", "symbols": ["O", "N", "O", "C", "C", "C", "N", "O", "O", "C", "N", "O", "N", "C", "C", "H", "H", "O", "C", "C", "C", "C", "C", "C", "C", "C", "O", "N", "C", "C", "C", "C", "C", "N", "H", "H", "H", "H", "H", "H", "H", "H", "H", "H", "H", "H", "H", "H"], "xyz": [[-3.113146, 2.384450, 1.437945], [-2.087489, 1.673471, 1.450658], [-2.126276, 0.439420, 1.185568], [-0.813090, 2.287804, 1.741277], [-0.741576, 3.658684, 2.103890], [0.501276, 4.255615, 2.339919], [0.543343, 5.632966, 2.790375], [1.629056, 6.196225, 3.020632], [-0.562148, 6.203908, 2.943172], [1.705558, 3.454038, 2.191869], [3.019092, 3.801141, 2.253291], [3.698605, 2.639806, 2.018659], [2.831101, 1.511139, 1.813336], [1.590482, 2.069409, 1.864099], [0.336831, 1.482087, 1.618261], [-1.659613, 4.245104, 2.178658], [0.331702, 0.491504, 1.172489], [-2.361593, -3.292548, 2.077269], [-1.500410, -3.287973, 1.205456], [-1.626101, -3.418869, -0.262468], [-2.773531, -3.540496, -1.036197], [-2.606015, -3.619279, -2.431438], [-1.324026, -3.553705, -3.010180], [-0.177345, -3.417714, -2.207351], [-0.365081, -3.354387, -0.832295], [0.637949, -3.171094, 0.240429], [1.857043, -3.070792, 0.171814], [-0.124267, -3.107467, 1.416089], [0.488670, -3.031770, 2.731748], [1.014391, -1.639124, 3.045264], [1.512265, -1.585075, 4.495987], [0.888629, -0.321959, 5.100071], [-0.339559, -0.038511, 4.227450], [0.046030, -0.561954, 2.927391], [-3.743269, -3.570059, -0.542149], [-3.481214, -3.731080, -3.076552], [-1.220441, -3.606939, -4.097106], [0.834172, -3.360267, -2.605062], [-0.264453, -3.326024, 3.468925], [1.348292, -3.713944, 2.746309], [1.836443, -1.421397, 2.342677], [1.150276, -2.474128, 5.023137], [2.603900, -1.582035, 4.520486], [0.640033, -0.400375, 6.161272], [1.609854, 0.497744, 4.969294], [-1.243122, -0.566250, 4.586171], [-0.574505, 1.032725, 4.188128], [-0.721210, -0.663668, 2.263845]], "atomic_forces_ev_per_a": [[2.214, -1.119, 0.218], [-2.555, -1.027, -0.990], [0.392, 2.469, 0.630], [2.033, -1.049, -0.044], [1.219, 0.822, 0.402], [-0.774, -1.229, -0.255], [-0.499, 2.575, 0.743], [-1.765, -1.640, -0.625], [1.909, -1.125, -0.337], [1.447, 0.984, -0.013], [-1.597, -1.607, -0.171], [-2.516, -1.121, 0.084], [-0.615, 2.782, -0.078], [2.621, 0.417, 0.633], [-1.478, -0.331, -1.082], [0.404, -0.182, 0.066], [-0.207, 0.825, -0.142], [1.355, -0.050, -1.276], [-0.616, 0.253, 1.133], [-0.693, -0.046, -0.691], [0.377, -0.057, -0.170], [0.236, 0.047, 0.213], [-0.021, -0.012, 0.313], [-0.358, -0.029, 0.189], [-0.041, -0.042, -0.928], [1.020, 0.183, 0.228], [-1.747, -0.186, 0.199], [0.363, -0.146, 0.564], [-0.028, 0.056, -0.186], [0.481, 0.276, -0.329], [-0.133, -0.164, 0.105], [0.279, 0.455, -0.282], [-0.476, -0.681, 0.331], [-0.354, 0.279, 0.373], [0.146, -0.019, -0.277], [0.320, 0.069, 0.225], [-0.056, 0.007, 0.397], [-0.289, -0.015, -0.084], [0.086, -0.069, -0.160], [-0.265, -0.020, 0.113], [-0.101, -0.199, 0.152], [0.147, 0.047, 0.019], [-0.152, -0.010, 0.199], [0.096, -0.042, -0.170], [-0.247, -0.056, 0.170], [0.267, 0.239, 0.197], [-0.012, -0.120, -0.064], [0.182, -0.393, 0.459]], "e_tot_ev": -43227.29774, "smiles": "O=[N+]([O-])c1cc([N+](=O)[O-])c2nonc2c1.O=C1c2ccccc2C(=O)N1C[C@@H]1CCCN1", "e_lumo_ev": -2.327, "e_above_lowest_kcal_mol": 0.5, "orbital_gap_ev": 6.6, "largest_force_ev_per_a": 2.9}

(2)
{"formula": "C19H17Br12F13N2S", "method": "ωB97M-V with the def2-TZVPD basis set", "symbols": ["C", "C", "S", "C", "C", "C", "N", "C", "C", "N", "C", "C", "C", "F", "F", "C", "F", "F", "C", "F", "F", "C", "F", "F", "C", "F", "F", "C", "F", "F", "F", "H", "H", "H", "H", "H", "H", "H", "H", "H", "H", "H", "H", "H", "C", "Br", "Br", "Br", "H", "C", "Br", "Br", "Br", "H", "C", "Br", "Br", "Br", "H", "C", "Br", "Br", "Br", "H"], "xyz": [[-5.313426, 1.164337, -0.922205], [-4.936166, 0.042809, 0.033554], [-4.787389, -1.504072, -0.880260], [-3.838517, -2.539285, 0.268678], [-3.016704, -3.582685, -0.501900], [-3.215162, -4.937390, 0.011843], [-3.371713, -5.990307, 0.441069], [-1.504100, -3.279806, -0.599342], [-1.270999, -2.088093, -1.416091], [-1.237130, -1.110710, -2.017365], [-0.771090, -3.250491, 0.764365], [-0.626642, -1.868887, 1.418048], [0.829875, -1.451497, 1.586712], [1.359816, -2.148307, 2.628652], [1.546934, -1.786319, 0.480338], [1.018099, 0.062855, 1.920513], [1.992589, 0.233010, 2.831940], [-0.137497, 0.463384, 2.512037], [1.235043, 1.010702, 0.708280], [0.927566, 2.253436, 1.132486], [0.347271, 0.688386, -0.247942], [2.712059, 1.062961, 0.172677], [3.295707, 2.136867, 0.757653], [3.425846, -0.007795, 0.561292], [2.859356, 1.263612, -1.368636], [1.965350, 2.152355, -1.820537], [4.088109, 1.795696, -1.563411], [2.827631, -0.020686, -2.240614], [3.895551, -0.780604, -2.008012], [2.869837, 0.375861, -3.520783], [1.720878, -0.727990, -2.057623], [-6.248423, 0.932708, -1.430861], [-4.545125, 1.320469, -1.677777], [-5.461196, 2.095892, -0.386247], [-5.695957, -0.034156, 0.810663], [-3.996079, 0.298416, 0.525078], [-3.220406, -1.893660, 0.888192], [-4.535139, -3.043234, 0.935102], [-3.382294, -3.603183, -1.532749], [-1.080019, -4.114299, -1.161854], [0.187024, -3.745344, 0.637029], [-1.341265, -3.894099, 1.432169], [-1.198057, -1.079938, 0.937454], [-1.009065, -1.940400, 2.436014], [-9.048180, 2.701534, -2.400126], [-7.667457, 3.632142, -1.435578], [-8.491169, 2.278289, -4.191894], [-9.630885, 1.131762, -1.449798], [-9.895288, 3.367000, -2.473749], [0.681711, -0.551226, 5.979141], [-0.218833, 1.111761, 5.629889], [1.781519, -0.451403, 7.553122], [-0.561273, -2.020585, 6.067988], [1.337014, -0.741987, 5.141030], [7.351584, 4.127896, -0.026568], [7.108447, 5.706512, -1.100489], [8.650501, 4.410069, 1.367865], [5.680702, 3.469344, 0.658852], [7.749876, 3.362185, -0.676426], [8.410587, 1.820387, -3.705577], [8.096311, 3.421438, -4.723153], [9.698712, 2.114890, -2.302618], [6.769699, 1.091665, -3.011318], [8.831439, 1.087807, -4.378222]], "atomic_forces_ev_per_a": [[-0.013, -0.250, -0.196], [-0.010, 0.404, 0.250], [0.170, -0.020, -0.214], [-0.509, 0.059, 0.321], [-0.036, 0.322, -0.561], [0.040, -0.022, 0.289], [0.030, 0.006, -0.036], [0.489, -0.532, -0.060], [-0.518, 0.280, 0.167], [0.235, -0.080, -0.032], [-0.364, 0.077, -0.183], [0.184, -0.181, 0.570], [-0.349, -0.236, -0.112], [0.112, -0.031, -0.090], [0.087, 0.195, 0.106], [-0.452, -0.227, 0.180], [0.144, 0.108, -0.266], [0.104, 0.031, -0.152], [0.022, 0.349, 0.346], [0.015, -0.129, -0.097], [0.187, -0.210, 0.006], [0.123, 0.495, 0.191], [-0.499, -0.327, -0.111], [-0.203, -0.096, -0.230], [0.634, 0.079, 0.032], [-0.176, -0.205, 0.190], [-0.167, -0.170, 0.003], [-0.202, 0.244, -0.618], [-0.119, 0.007, 0.116], [0.016, -0.126, 0.211], [0.176, -0.009, 0.084], [-0.039, 0.013, -0.053], [0.050, -0.037, -0.024], [0.037, 0.024, 0.153], [-0.032, -0.158, 0.034], [0.150, -0.210, -0.052], [0.148, -0.016, -0.033], [0.034, -0.044, 0.088], [-0.069, -0.025, -0.021], [0.026, -0.025, -0.041], [0.161, 0.156, 0.048], [0.012, -0.069, 0.049], [0.105, -0.013, -0.302], [-0.054, 0.192, 0.052], [0.035, -0.036, -0.004], [-0.181, 0.184, -0.064], [-0.003, -0.003, 0.044], [0.024, 0.019, -0.019], [-0.011, 0.005, 0.004], [0.025, 0.029, -0.056], [0.001, 0.002, 0.158], [-0.049, -0.012, -0.035], [0.012, 0.015, -0.020], [0.010, -0.007, -0.003], [-0.036, 0.009, 0.038], [0.008, -0.035, 0.025], [-0.035, -0.007, -0.042], [0.442, 0.228, -0.033], [0.010, -0.011, -0.009], [-0.050, 0.001, -0.026], [0.008, -0.028, 0.044], [-0.009, 0.000, -0.018], [0.095, 0.061, 0.012], [0.020, -0.009, 0.005]], "e_tot_ev": -909629.68737, "e_lumo_ev": -0.145, "orbital_gap_ev": 8.9, "largest_force_ev_per_a": 0.7}

(3)
{"formula": "C19H17BrN7O2SV", "method": "ωB97M-V with the def2-TZVPD basis set", "symbols": ["V", "C", "C", "N", "N", "C", "S", "N", "N", "H", "H", "H", "H", "H", "H", "Br", "C", "C", "C", "C", "C", "N", "C", "O", "O", "H", "H", "H", "C", "C", "C", "C", "N", "C", "C", "C", "C", "C", "C", "N", "H", "H", "H", "H", "H", "H", "H", "H"], "xyz": [[-0.164938, 0.115884, 0.068141], [-1.556754, -4.703454, 2.018109], [-0.675625, -3.626459, 2.522821], [0.017773, -3.665400, 3.610931], [0.672823, -2.466610, 3.655941], [0.412011, -1.674606, 2.614691], [0.978016, -0.133834, 2.254528], [-0.482002, -2.410572, 1.892961], [-0.982153, -1.966706, 0.664572], [-1.507242, -5.534140, 2.716440], [-1.233509, -5.051518, 1.036126], [-2.593950, -4.372054, 1.945866], [1.298368, -2.257761, 4.416711], [-0.515692, -2.484003, -0.081256], [-1.982069, -2.144834, 0.624697], [-3.454001, 1.078248, -1.609799], [-2.078819, 0.316172, -2.653007], [-2.297995, 0.215375, -4.020225], [-1.325144, -0.380357, -4.800120], [-0.184311, -0.868672, -4.182409], [-0.053755, -0.719720, -2.817180], [-0.982191, -0.118656, -2.042155], [1.172237, -1.269982, -2.109091], [2.009875, -1.876864, -2.730670], [1.177788, -1.041390, -0.827584], [-3.215140, 0.597276, -4.442543], [-1.463035, -0.469044, -5.869093], [0.614129, -1.365134, -4.714826], [2.151408, 3.432724, -1.387568], [1.415120, 4.544314, -0.957193], [0.258432, 4.333280, -0.247283], [-0.155103, 3.026484, 0.032509], [0.558229, 1.952856, -0.396757], [1.698805, 2.174856, -1.095037], [-1.348343, 2.685487, 0.781340], [-2.270137, 3.622055, 1.263140], [-3.357039, 3.198870, 1.988295], [-3.506814, 1.831989, 2.244122], [-2.577705, 0.966860, 1.732391], [-1.528599, 1.361256, 0.986794], [3.070328, 3.549992, -1.943231], [1.751426, 5.547486, -1.176046], [-0.326319, 5.170950, 0.102227], [2.240462, 1.287664, -1.397094], [-2.123466, 4.671825, 1.060071], [-4.077936, 3.911126, 2.364046], [-4.330057, 1.455363, 2.832979], [-2.658104, -0.099402, 1.908653]], "atomic_forces_ev_per_a": [[0.277, -0.927, -0.200], [-0.016, -0.018, -0.019], [0.017, -0.109, 0.115], [-0.042, -0.047, 0.017], [0.013, 0.004, -0.094], [-0.035, 0.197, 0.020], [-0.074, -0.005, 0.089], [0.108, 0.071, -0.008], [0.010, 0.000, -0.097], [-0.012, -0.015, -0.010], [0.008, 0.008, -0.003], [0.003, 0.011, 0.001], [0.010, -0.012, -0.016], [-0.020, 0.056, -0.015], [0.013, -0.010, 0.018], [-0.037, 0.025, 0.035], [0.044, -0.069, -0.195], [-0.029, 0.033, 0.110], [0.050, -0.024, 0.014], [-0.019, 0.014, 0.015], [0.033, 0.003, -0.057], [0.032, 0.117, 0.132], [0.068, 0.052, 0.169], [-0.023, 0.018, -0.118], [-0.172, 0.097, 0.080], [0.002, -0.002, -0.011], [0.004, -0.003, -0.004], [-0.012, 0.003, -0.019], [-0.044, 0.342, 0.031], [0.189, -0.222, -0.125], [-0.138, -0.179, 0.130], [0.443, 0.081, -0.392], [-0.060, 0.349, -0.152], [-0.248, -0.227, 0.147], [-0.426, -0.014, 0.170], [0.249, -0.063, -0.114], [-0.061, -0.222, 0.059], [-0.075, 0.223, 0.031], [0.155, -0.163, -0.107], [-0.177, 0.513, 0.337], [0.006, 0.014, -0.007], [0.008, 0.009, -0.005], [0.005, 0.016, 0.008], [0.016, 0.021, -0.007], [-0.009, 0.021, 0.022], [-0.008, 0.009, 0.006], [-0.015, 0.003, 0.002], [-0.010, 0.023, 0.017]], "e_tot_ev": -141066.98635, "e_lumo_ev": [-3.150, -3.240], "e_above_lowest_kcal_mol": 3.0, "multiplicity": 2, "orbital_gap_ev": [7.3, 5.6], "largest_force_ev_per_a": 1.0, "total_charge": 1}